*P*
The following is a DFT calculation (ωB97M-V/def2-TZVPD) of a cluster of 9 separate species, C65H144F3N8O3S in total.

```
! wB97M-V def2-TZVPD RIJCOSX def2/J DEFGRID3
* xyz 7 1
C 2.2580 -0.9474 -4.3448
C 1.1892 -1.8370 -3.9350
C 1.6484 -3.2450 -3.4745
N 0.4516 -4.1947 -2.9839
C -0.1067 -3.6786 -1.6585
C -0.6733 -4.2973 -4.0507
C -1.3433 -5.6946 -3.7400
C -0.2667 -6.5756 -2.9646
C 0.9905 -5.6374 -2.8460
H 1.9429 -0.1085 -4.9654
H 3.0284 -1.4977 -4.8850
H 2.6842 -0.6373 -3.3907
H 0.5644 -1.9470 -4.8214
H 0.6625 -1.3342 -3.1239
H 2.3374 -3.4413 -2.6530
H 2.0163 -3.8188 -4.3250
H 0.7660 -3.5081 -1.0281
H -0.7966 -4.3565 -1.1558
H -0.6887 -2.7935 -1.9151
H -1.3938 -3.4847 -3.9575
H -0.2079 -4.3442 -5.0352
H -2.1721 -5.5944 -3.0392
H -1.6876 -6.1482 -4.6694
H -0.6152 -7.0380 -2.0411
H -0.0173 -7.4232 -3.6030
H 1.6674 -5.7742 -2.0026
H 1.6759 -5.8315 -3.6711
C -3.0041 -3.1784 1.9442
C -3.9565 -4.2991 1.9236
C -4.9787 -4.1186 3.1067
N -5.8298 -5.3933 3.4184
C -6.5726 -5.8965 2.1866
C -6.8668 -5.0110 4.5392
C -6.4644 -5.8463 5.7295
C -5.6203 -6.9932 5.2109
C -4.9225 -6.4732 4.0183
H -2.4468 -3.1614 2.8808
H -3.6920 -2.3427 1.8159
H -2.2396 -3.2844 1.1745
H -3.3622 -5.2034 2.0544
H -4.4716 -4.2266 0.9658
H -5.7157 -3.3377 2.9194
H -4.5314 -3.7833 4.0424
H -7.1779 -5.0896 1.7736
H -7.3110 -6.6696 2.3991
H -5.9249 -6.4020 1.4703
H -7.8576 -5.2957 4.1852
H -6.7888 -3.9368 4.7066
H -7.2828 -6.2270 6.3404
H -5.8088 -5.2892 6.3988
H -6.2680 -7.8453 5.0046
H -5.0060 -7.2839 6.0630
H -4.7351 -7.1354 3.1730
H -3.9880 -5.9652 4.2568
C 1.4187 5.7863 -7.8935
C 0.6791 4.4998 -8.1248
C 0.7254 3.6623 -6.8232
N -0.1462 2.3409 -6.8681
C 0.4983 1.4716 -7.9726
C -1.6168 2.5717 -7.2147
C -2.4206 1.7823 -6.1919
C -1.6493 1.8050 -4.9066
C -0.2105 1.5332 -5.4495
H 0.8512 6.3325 -7.1401
H 1.3026 6.4372 -8.7600
H 2.4714 5.6930 -7.6266
H 1.1635 3.9772 -8.9497
H -0.2676 4.8093 -8.5677
H 0.2540 4.0526 -5.9212
H 1.7460 3.4115 -6.5342
H 1.5447 1.4161 -7.6725
H 0.3723 2.0276 -8.9016
H 0.1639 0.4389 -8.0717
H -1.8613 2.4333 -8.2679
H -1.7890 3.6158 -6.9533
H -2.5716 0.7534 -6.5183
H -3.4662 2.0392 -6.0222
H -1.9147 0.9733 -4.2540
H -1.7406 2.7436 -4.3598
H -0.0153 0.4899 -5.6977
H 0.5607 1.8652 -4.7544
C 0.1886 -1.6765 5.1209
C 1.1175 -1.6895 6.4034
C 0.3332 -1.9147 7.7120
N 1.1930 -1.7671 9.0013
C 1.9169 -0.4511 9.2134
C 0.2915 -1.9387 10.3036
C 1.1841 -2.4117 11.3901
C 2.2311 -3.2173 10.6865
C 2.1465 -2.8824 9.1794
H -0.6702 -1.0191 5.2567
H -0.2261 -2.6840 5.0905
H 0.6605 -1.4409 4.1670
H 1.5178 -0.6758 6.3901
H 1.9432 -2.3972 6.3298
H -0.2415 -2.8348 7.6065
H -0.3697 -1.0887 7.8198
H 1.1944 0.3650 9.2131
H 2.6310 -0.3329 8.3984
H 2.5973 -0.4766 10.0646
H -0.0756 -0.9636 10.6239
H -0.5608 -2.5559 10.0196
H 1.5996 -1.5077 11.8353
H 0.4778 -2.9812 11.9943
H 3.1970 -2.8812 11.0634
H 2.1127 -4.2773 10.9112
H 3.1772 -2.6613 8.9020
H 1.8177 -3.7029 8.5416
C 6.2785 8.1313 -3.6151
C 5.6458 6.8561 -3.9322
C 4.5974 6.4887 -2.7840
N 3.7416 5.2694 -3.1999
C 3.2301 5.4842 -4.6436
C 2.6109 4.8641 -2.1583
C 2.6523 3.3744 -1.8130
C 3.5306 2.8127 -2.8650
C 4.5520 3.9482 -3.1428
H 5.5288 8.8902 -3.3912
H 6.9250 8.5096 -4.4069
H 6.8450 7.9759 -2.6970
H 6.3583 6.0452 -4.0840
H 5.2033 6.8800 -4.9280
H 3.8252 7.2484 -2.6625
H 5.0254 6.4154 -1.7842
H 2.9484 6.5201 -4.8322
H 2.3742 4.8235 -4.7817
H 3.9614 5.2114 -5.4044
H 1.6832 5.1324 -2.6638
H 2.7998 5.4967 -1.2910
H 1.5981 3.1311 -1.9457
H 3.0113 3.0807 -0.8266
H 3.0080 2.6262 -3.8032
H 4.1469 1.9705 -2.5503
H 5.2422 3.7045 -3.9505
H 5.1542 4.0239 -2.2374
C -4.2511 1.9708 -0.8857
C -4.2160 0.5119 -1.3126
C -4.7642 0.3411 -2.8011
N -5.1210 -1.0793 -3.2839
C -5.6251 -1.1549 -4.7932
C -3.8033 -1.9202 -3.2365
C -3.9560 -2.6542 -1.8950
C -5.3984 -3.0146 -1.8711
C -6.1297 -1.7844 -2.3444
H -3.7436 2.6657 -1.5548
H -3.6754 2.1624 0.0199
H -5.2525 2.4011 -0.8811
H -4.6908 -0.1427 -0.5817
H -3.1717 0.2033 -1.3599
H -4.0585 0.7542 -3.5218
H -5.6629 0.9383 -2.9555
H -6.5584 -0.5971 -4.8697
H -5.6744 -2.1950 -5.1157
H -4.8619 -0.6126 -5.3512
H -3.8652 -2.6668 -4.0283
H -2.9353 -1.2805 -3.3963
H -3.3096 -3.5310 -1.8564
H -3.5831 -2.0812 -1.0461
H -5.6363 -4.0023 -2.2661
H -5.6676 -3.1961 -0.8306
H -7.0653 -1.9563 -2.8765
H -6.4441 -1.1432 -1.5209
C -2.5075 1.2336 4.2734
C -1.9292 2.5827 3.8566
C -2.0991 2.9141 2.3821
N -1.3839 4.2009 1.8868
C -1.8313 5.4124 2.6959
C -1.6569 4.4859 0.3899
C -0.4494 5.2170 -0.1797
C 0.6556 5.1053 0.8611
C 0.1438 4.2335 1.9863
H -1.8633 0.4706 3.8364
H -3.4942 1.0704 3.8400
H -2.6934 1.1880 5.3464
H -0.8664 2.5857 4.0985
H -2.4175 3.4402 4.3195
H -3.1526 3.0378 2.1310
H -1.8644 1.9981 1.8400
H -1.2788 5.3187 3.6309
H -2.9121 5.5065 2.8013
H -1.4823 6.2882 2.1488
H -2.5630 5.0906 0.3529
H -1.8237 3.5022 -0.0489
H -0.7601 6.2478 -0.3502
H -0.1195 4.7564 -1.1109
H 0.8850 6.0546 1.3451
H 1.5640 4.5704 0.5840
H 0.6793 4.3654 2.9265
H 0.4244 3.2198 1.7006
C 9.1915 -1.1703 1.7551
C 7.7904 -1.1090 1.2139
C 6.9723 0.0973 1.6922
N 5.4356 -0.0771 1.4920
C 5.2315 -0.4672 -0.0158
C 4.6798 1.1897 1.8511
C 3.2599 0.6786 2.1515
C 3.4288 -0.6214 2.7497
C 4.8640 -1.0521 2.4943
H 9.6849 -2.1221 1.5584
H 9.2243 -0.9777 2.8275
H 9.8224 -0.3820 1.3444
H 7.2278 -2.0357 1.3267
H 7.8284 -0.9711 0.1333
H 7.2815 0.9150 1.0413
H 7.2425 0.3918 2.7063
H 5.4413 -1.5333 -0.1027
H 6.0114 0.0249 -0.5970
H 4.2955 -0.1240 -0.4564
H 4.6628 1.8952 1.0205
H 5.1193 1.5531 2.7801
H 2.6432 0.5774 1.2585
H 2.6494 1.4180 2.6697
H 2.6620 -1.2426 2.2868
H 3.2323 -0.3247 3.7800
H 4.7814 -2.0936 2.1836
H 5.4107 -1.0268 3.4370
C -0.5467 -0.4512 0.8023
F -0.2030 0.0861 2.0088
F -0.0048 -1.6601 0.7386
F -1.8916 -0.5759 0.5975
S 0.2523 0.6154 -0.6671
O 1.5701 0.0969 -0.9368
O -0.5945 0.4801 -1.8728
O 0.2273 2.0315 -0.2287
*
```

The frontier orbital gap comes out at 10.737 eV. The calculation puts the lowest unoccupied orbital energy at -11.7 eV. The value obtained for the highest occupied orbital energy is -22.43 eV.

*Q*
The following is a DFT calculation (ωB97M-V/def2-TZVPD) of a cluster of 9 separate species, C65H144F3N8O3S in total.

```
! wB97M-V def2-TZVPD RIJCOSX def2/J DEFGRID3
* xyz 7 1
C 6.3050 -6.9897 1.6745
C 5.6181 -7.1024 0.3048
C 5.9115 -5.9079 -0.6247
N 4.7874 -5.5804 -1.6253
C 4.4977 -6.7141 -2.5898
C 3.4589 -5.2361 -0.9191
C 2.9843 -3.8156 -1.2389
C 3.7692 -3.5128 -2.5546
C 5.0707 -4.2389 -2.3030
H 5.5857 -6.8903 2.4861
H 7.1043 -6.2526 1.7219
H 6.7942 -7.9385 1.8986
H 4.5395 -7.2220 0.4212
H 5.9715 -8.0111 -0.1804
H 6.7271 -6.0923 -1.3229
H 6.0309 -4.9510 -0.1215
H 5.4221 -7.2036 -2.8819
H 3.9236 -6.2946 -3.4137
H 3.8330 -7.4369 -2.1217
H 2.6408 -5.8613 -1.2816
H 3.5215 -5.4982 0.1359
H 1.9202 -3.7791 -1.4558
H 3.1944 -3.1144 -0.4345
H 3.3071 -3.8962 -3.4653
H 3.8780 -2.4332 -2.6006
H 5.5829 -4.4158 -3.2460
H 5.5633 -3.5892 -1.5817
C -3.2618 -8.7069 2.8572
C -2.1404 -8.2047 1.9757
C -1.3627 -7.0869 2.7462
N -0.1580 -6.5207 1.9782
C 0.8907 -7.6252 2.0173
C 0.4216 -5.2246 2.5106
C -0.3827 -4.0965 1.8828
C -0.4837 -4.6044 0.4378
C -0.3527 -6.1337 0.4858
H -4.2206 -8.1940 2.8156
H -3.0239 -8.8065 3.9188
H -3.4505 -9.7391 2.5538
H -2.5526 -7.6617 1.1254
H -1.5078 -9.0337 1.6716
H -0.9677 -7.3753 3.7208
H -2.0020 -6.2354 2.9943
H 1.0676 -7.9567 3.0393
H 1.8304 -7.1963 1.6740
H 0.5634 -8.4673 1.4163
H 1.3935 -5.2299 2.0165
H 0.4687 -5.2821 3.5956
H 0.2240 -3.2020 1.9762
H -1.4238 -3.9860 2.1846
H 0.4125 -4.3312 -0.1238
H -1.2559 -4.1959 -0.2098
H 0.5794 -6.4099 0.0070
H -1.2430 -6.6010 0.0786
C 5.9209 0.0282 -2.9184
C 5.6897 0.3584 -1.4400
C 5.0279 1.7148 -1.1998
N 5.1124 2.2303 0.2299
C 4.5004 1.2049 1.1509
C 4.3871 3.5717 0.2786
C 5.3933 4.5082 -0.3793
C 6.7731 4.0711 0.1303
C 6.4979 2.6530 0.6595
H 6.8708 -0.5050 -2.9268
H 5.9593 0.9017 -3.5652
H 5.1765 -0.6900 -3.2560
H 6.6184 0.2773 -0.8679
H 5.0735 -0.4061 -0.9571
H 3.9703 1.5247 -1.4064
H 5.3529 2.4222 -1.9594
H 5.0488 0.2679 1.1233
H 3.5294 0.9795 0.7049
H 4.4473 1.6286 2.1481
H 4.1450 3.6890 1.3350
H 3.4397 3.4824 -0.2545
H 5.1262 5.5368 -0.1355
H 5.3264 4.4233 -1.4630
H 7.0185 4.7148 0.9712
H 7.4489 4.2405 -0.7029
H 6.5954 2.7474 1.7385
H 7.2339 1.9374 0.2973
C 1.8596 4.5170 8.1501
C 1.1970 3.1686 8.1678
C 1.6847 2.2269 7.0233
N 1.0362 0.8735 7.0060
C 1.4539 0.0330 8.1800
C -0.4913 0.9465 6.8122
C -0.7203 1.3079 5.3496
C 0.3965 0.5553 4.6207
C 1.4040 0.1803 5.6839
H 2.9414 4.4533 8.0616
H 1.5699 5.0679 9.0445
H 1.4340 5.1271 7.3473
H 0.1105 3.1886 8.2102
H 1.5846 2.6608 9.0571
H 2.7563 2.0359 7.0847
H 1.5113 2.6873 6.0481
H 1.0595 -0.9786 8.1015
H 0.9519 0.4313 9.0599
H 2.5374 0.0676 8.2189
H -0.7755 -0.0853 7.0133
H -0.9539 1.6462 7.4999
H -1.6333 0.9067 4.9105
H -0.7118 2.3700 5.1142
H 0.0515 -0.2703 4.0011
H 0.9296 1.1585 3.8819
H 1.4198 -0.8943 5.8693
H 2.4425 0.4544 5.5018
C -8.2458 5.3421 -2.1153
C -6.7926 4.9038 -1.8577
C -5.9535 4.4186 -3.0399
N -5.4846 2.9734 -2.9879
C -6.7105 2.0908 -3.2180
C -4.8825 2.6159 -1.6550
C -3.4946 3.2229 -1.7015
C -3.0889 3.1630 -3.1867
C -4.3751 2.6897 -3.9561
H -8.2555 6.3075 -2.6175
H -8.8461 5.3475 -1.2084
H -8.7632 4.6008 -2.7318
H -6.9707 3.9666 -1.3135
H -6.3691 5.6199 -1.1561
H -5.0103 4.9482 -3.1960
H -6.4969 4.6217 -3.9651
H -7.5628 2.5182 -2.7001
H -6.4730 1.0806 -2.8950
H -6.9226 2.0552 -4.2854
H -4.7407 1.5330 -1.7265
H -5.4161 2.7784 -0.7243
H -2.7390 2.7814 -1.0617
H -3.5729 4.2919 -1.4802
H -2.3588 2.3512 -3.2009
H -2.6549 4.0726 -3.5899
H -4.3145 1.6176 -4.1398
H -4.6050 3.1243 -4.9267
C 3.9326 0.9198 -7.8965
C 2.7965 0.9551 -6.9034
C 2.1484 -0.4383 -6.6224
N 1.2239 -0.4183 -5.4188
C 1.8068 0.3105 -4.2167
C -0.1617 0.0486 -5.7067
C -1.1507 -0.7099 -4.8143
C -0.3341 -2.0010 -4.4102
C 1.0585 -1.8781 -5.0166
H 4.7277 0.2766 -7.5109
H 4.3354 1.9160 -8.0683
H 3.6466 0.5292 -8.8734
H 2.0222 1.6035 -7.3244
H 3.1725 1.3699 -5.9687
H 2.9787 -1.0857 -6.3415
H 1.5766 -0.8150 -7.4655
H 1.6258 1.3708 -4.3479
H 2.8305 -0.0251 -4.0812
H 1.2072 -0.0785 -3.3935
H -0.2766 1.1310 -5.7960
H -0.2175 -0.1566 -6.7815
H -1.3505 -0.0691 -3.9582
H -2.0401 -0.9329 -5.3964
H -0.3186 -1.9499 -3.3176
H -0.8376 -2.9447 -4.6040
H 1.8321 -2.1718 -4.3139
H 1.0661 -2.4751 -5.9261
C 0.7210 5.4673 -0.4551
C 0.1198 6.8790 -0.4536
C -0.4681 7.3446 -1.7674
N -0.1156 8.7854 -2.1347
C -0.5472 9.7311 -1.0493
C -0.6164 9.1169 -3.5569
C 0.3327 10.1401 -4.1072
C 1.6829 9.8342 -3.4986
C 1.4219 8.9300 -2.2676
H 1.5397 5.3250 -1.1647
H -0.0594 4.8000 -0.8368
H 1.0702 5.2132 0.5422
H 0.9366 7.5248 -0.1149
H -0.5837 7.0278 0.3680
H -1.5537 7.3957 -1.8862
H -0.1018 6.7434 -2.6021
H -0.4235 10.7513 -1.4166
H 0.0837 9.6309 -0.1742
H -1.6179 9.6119 -0.8936
H -1.6407 9.4614 -3.4098
H -0.6497 8.1730 -4.0990
H -0.0582 11.1455 -3.9572
H 0.4098 10.0669 -5.1940
H 2.1113 10.7847 -3.1823
H 2.4228 9.3342 -4.1184
H 1.7610 9.4367 -1.3694
H 1.8809 7.9498 -2.3603
C -6.0578 0.1745 2.6493
C -6.1772 -1.3088 2.2673
C -6.6692 -2.1287 3.4390
N -6.7660 -3.6226 3.1789
C -7.3926 -3.9519 1.8339
C -7.5008 -4.3294 4.2621
C -7.0827 -5.7964 4.2139
C -5.7121 -5.7347 3.5406
C -5.3769 -4.2969 3.1459
H -5.1853 0.6102 2.1668
H -5.9523 0.3371 3.7245
H -6.9774 0.7097 2.4129
H -5.2097 -1.7053 1.9413
H -6.7525 -1.4014 1.3443
H -7.5964 -1.8267 3.9241
H -5.9006 -2.0540 4.2107
H -6.8562 -3.4937 1.0092
H -8.3808 -3.4972 1.8889
H -7.4402 -5.0291 1.7126
H -8.5683 -4.1190 4.2993
H -7.1526 -4.0243 5.2548
H -7.8205 -6.3527 3.6298
H -7.1536 -6.3085 5.1708
H -5.6710 -6.5100 2.7728
H -4.9387 -6.1249 4.2084
H -4.9143 -4.1608 2.1762
H -4.8884 -3.8778 4.0243
C -0.1015 1.0927 -0.3438
F 0.0887 1.4114 -1.6416
F 0.4122 2.1680 0.3091
F -1.4073 0.9421 -0.0660
S 0.8604 -0.4901 0.2216
O 1.3756 -0.0931 1.5288
O -0.0808 -1.6216 0.2186
O 1.9533 -0.7725 -0.7391
*
```

The frontier orbital gap comes out at 10.157 eV. The calculation puts the lowest unoccupied orbital energy at -11.6 eV. The value obtained for the highest occupied orbital energy is -21.77 eV.

Stability summary - winner: *Q*; margin: 76.2 kcal/mol.